Computed, not measured: a structure of composition C52H60CsN5O3PSi3 in a non-equilibrium geometry, with ωB97M-V/def2-TZVPD.

Each line ends with the Löwdin charge.
Atoms and positions in Å:
Cs  -0.6426  0.4889  0.2853  1.023
O  -5.1161  2.4211  1.5834  -0.064
C  -3.9124  2.0877  1.4424  -0.568
N  -3.3295  1.5796  0.3770  -0.077
C  -4.2766  1.4746  -0.7097  -0.218
C  -3.7560  0.8460  -1.9737  -0.264
C  -4.3163  1.2307  -3.1957  -0.030
C  -3.9373  0.5929  -4.3589  -0.076
C  -2.9904  -0.4186  -4.2860  -0.085
C  -2.4622  -0.7146  -3.0424  -0.184
N  -2.8239  -0.1089  -1.9121  0.063
C  -3.0245  2.2791  2.6637  -0.212
C  -3.5591  2.9647  3.7561  -0.020
C  -2.8125  3.0843  4.9121  -0.075
C  -1.5483  2.5106  4.9563  -0.072
C  -1.0913  1.8644  3.8214  -0.173
N  -1.8000  1.7515  2.7000  0.019
H  -5.1550  0.8832  -0.3995  0.126
H  -4.6935  2.4590  -0.9618  0.117
H  -5.0431  2.0326  -3.2143  0.111
H  -4.3625  0.8864  -5.3111  0.102
H  -2.6488  -0.9464  -5.1670  0.098
H  -1.6833  -1.4645  -2.9469  0.073
H  -4.5576  3.3654  3.6560  0.108
H  -3.2089  3.6086  5.7740  0.099
H  -0.9290  2.5659  5.8421  0.096
H  -0.1061  1.4066  3.8038  0.106
C  0.6393  4.1403  1.9155  -0.169
O  0.8976  3.2676  0.8465  -0.369
Si  2.2441  3.3345  -0.1638  0.234
C  2.9776  5.0726  0.0284  -0.165
C  3.5108  2.2013  0.6740  -0.159
C  1.7730  2.8332  -1.8170  -0.434
Si  3.0949  2.1209  -2.8250  0.351
C  2.6489  1.8824  -4.6542  -0.183
C  3.6845  0.4080  -2.2417  -0.179
C  4.6880  3.1658  -2.8945  -0.197
Si  0.3935  3.7060  -2.5993  0.342
C  0.9142  5.1545  -3.7255  -0.189
C  -0.7004  2.6003  -3.6923  -0.175
C  -0.8223  4.4859  -1.3799  -0.175
H  0.8456  5.1824  1.6490  0.071
H  1.2445  3.8903  2.7976  0.082
H  -0.4139  4.0594  2.1892  0.071
H  3.2792  5.3268  1.0492  0.022
H  2.2786  5.8375  -0.3244  0.023
H  3.8620  5.1266  -0.6124  0.017
H  3.6517  2.4891  1.7208  0.024
H  4.4866  2.2446  0.1826  0.014
H  3.1681  1.1632  0.6477  0.020
H  1.7835  1.2266  -4.7521  -0.014
H  3.4843  1.4181  -5.1877  0.024
H  2.4119  2.8259  -5.1518  0.014
H  2.8409  -0.1202  -1.7926  0.001
H  4.4671  0.4919  -1.4830  0.016
H  4.0817  -0.1996  -3.0627  0.023
H  4.4738  4.1555  -3.3087  0.021
H  5.4754  2.7049  -3.5004  0.016
H  5.0896  3.3127  -1.8871  0.004
H  1.5922  4.8174  -4.5150  0.002
H  1.4495  5.9059  -3.1373  0.017
H  0.0585  5.6448  -4.2020  0.016
H  -0.1779  2.2710  -4.5932  0.009
H  -1.6077  3.1294  -4.0008  0.027
H  -1.0097  1.7155  -3.1267  0.007
H  -0.3201  5.2065  -0.7280  0.020
H  -1.2726  3.7224  -0.7385  0.015
H  -1.6295  5.0084  -1.9011  0.027
C  1.1888  -1.5072  -5.5055  -0.044
C  0.5792  -1.0722  -4.3190  -0.139
N  0.8850  -1.5359  -3.1284  0.154
C  1.8614  -2.4574  -3.0365  -0.162
C  2.5141  -2.9829  -4.1662  -0.153
C  2.1468  -2.4805  -5.4255  -0.017
C  3.5330  -3.9815  -4.0189  -0.033
C  3.9029  -4.4107  -2.7963  -0.034
C  3.3006  -3.8629  -1.6154  -0.149
C  3.7184  -4.2464  -0.3311  -0.019
C  3.1517  -3.6542  0.7659  -0.037
C  2.1632  -2.6818  0.5571  -0.113
N  1.7330  -2.3182  -0.6323  0.134
C  2.2859  -2.8924  -1.7158  -0.154
H  0.9060  -1.0693  -6.4532  0.108
H  -0.1825  -0.2995  -4.3520  0.086
H  2.6414  -2.8558  -6.3141  0.113
H  4.0065  -4.3770  -4.9099  0.110
H  4.6788  -5.1590  -2.6849  0.109
H  4.4948  -4.9955  -0.2234  0.113
H  3.4552  -3.9160  1.7710  0.098
H  1.7060  -2.1722  1.3996  0.081
O  0.0797  -1.0930  2.5603  -0.482
P  -0.7867  -2.2083  3.0302  0.766
C  -2.0321  -1.6922  4.2253  -0.269
C  -1.9001  -1.9161  5.5917  -0.070
C  -2.8544  -1.4158  6.4675  -0.084
C  -3.9357  -0.6971  5.9782  -0.075
C  -4.0749  -0.4759  4.6134  -0.056
C  -3.1245  -0.9718  3.7378  -0.068
C  -1.7477  -3.0337  1.7455  -0.269
C  -1.4339  -2.8353  0.4048  -0.102
C  -2.1865  -3.4625  -0.5801  -0.056
C  -3.2457  -4.2845  -0.2342  -0.068
C  -3.5705  -4.4757  1.1038  -0.074
C  -2.8305  -3.8459  2.0892  -0.094
C  0.2383  -3.4832  3.8202  -0.266
C  1.4605  -3.0537  4.3355  -0.081
C  2.3242  -3.9595  4.9339  -0.082
C  1.9752  -5.3004  5.0142  -0.089
C  0.7636  -5.7352  4.4944  -0.080
C  -0.1027  -4.8303  3.8985  -0.062
H  -1.0550  -2.4783  5.9711  0.102
H  -2.7522  -1.5868  7.5318  0.099
H  -4.6748  -0.3038  6.6650  0.103
H  -4.9095  0.0954  4.2280  0.116
H  -3.2289  -0.7879  2.6733  0.118
H  -0.6267  -2.1841  0.0950  -0.001
H  -1.9468  -3.2929  -1.6210  0.098
H  -3.8346  -4.7622  -1.0069  0.104
H  -4.4129  -5.0990  1.3754  0.103
H  -3.1102  -3.9618  3.1301  0.111
H  1.7293  -2.0084  4.2409  0.112
H  3.2727  -3.6196  5.3299  0.104
H  2.6522  -6.0091  5.4745  0.100
H  0.4967  -6.7830  4.5444  0.102
H  -1.0357  -5.1809  3.4767  0.097

Cartesian forces, eV/Å:
Cs 0.696 0.674 -0.785
O 0.016 0.006 0.027
C 0.003 -0.049 -0.092
N -0.313 0.044 0.002
C -0.031 0.031 0.157
C 0.063 0.010 -0.019
C 0.004 -0.016 -0.028
C -0.018 0.020 0.006
C 0.017 -0.002 0.026
C 0.004 -0.016 -0.026
N -0.179 -0.032 0.066
C -0.030 -0.004 0.174
C -0.003 0.031 -0.005
C 0.029 -0.024 -0.003
C -0.016 0.022 0.002
C 0.065 -0.057 -0.028
N -0.211 0.062 0.206
H -0.022 0.013 -0.045
H -0.024 -0.013 -0.025
H -0.001 0.001 0.011
H -0.001 0.000 0.002
H -0.001 0.001 -0.002
H -0.024 0.002 0.033
H -0.001 -0.004 -0.004
H -0.006 0.005 -0.005
H 0.006 0.000 -0.003
H -0.006 -0.015 -0.011
C 0.071 -0.006 -0.067
O -0.172 -0.009 0.189
Si -0.014 -0.195 -0.194
C -0.085 0.037 -0.031
C 0.004 0.006 -0.047
C 0.154 0.054 0.083
Si -0.001 0.073 0.022
C -0.047 -0.023 0.008
C -0.026 -0.001 0.037
C -0.009 0.003 0.027
Si 0.053 0.032 -0.059
C -0.012 -0.044 -0.029
C 0.009 0.032 0.052
C 0.045 -0.099 0.101
H -0.009 0.004 0.016
H -0.008 0.011 0.011
H -0.006 0.008 0.007
H -0.004 -0.021 0.009
H 0.012 0.005 0.002
H 0.008 0.019 0.007
H -0.020 0.024 0.003
H 0.012 -0.023 0.018
H 0.022 -0.005 0.002
H -0.006 -0.002 -0.052
H 0.017 0.004 0.020
H -0.004 -0.011 0.014
H 0.023 -0.028 -0.001
H -0.014 -0.008 0.005
H -0.005 0.021 -0.025
H -0.007 -0.001 0.005
H -0.025 -0.037 -0.010
H 0.020 0.023 -0.011
H -0.007 0.027 0.009
H 0.002 -0.006 0.012
H -0.010 -0.018 0.008
H -0.003 -0.026 -0.014
H 0.008 0.008 -0.016
H 0.004 -0.004 -0.034
H -0.034 0.002 0.022
H -0.024 0.064 0.021
H 0.023 -0.005 -0.071
C 0.040 -0.047 -0.030
C 0.022 0.028 0.025
N -0.036 0.031 0.000
C 0.007 0.003 -0.071
C -0.038 0.026 0.004
C -0.019 0.024 -0.017
C 0.025 -0.035 0.083
C -0.014 0.023 -0.094
C 0.006 0.003 0.009
C -0.015 0.023 0.089
C 0.059 -0.048 -0.077
C -0.042 0.054 0.035
N -0.062 -0.029 0.055
C 0.126 -0.086 0.032
H -0.016 0.015 0.012
H 0.015 -0.012 -0.012
H 0.003 -0.004 0.002
H -0.016 0.018 -0.016
H -0.004 0.000 0.029
H -0.001 -0.002 -0.021
H -0.027 0.021 0.017
H 0.003 -0.016 0.010
O 0.043 -0.225 0.092
P -0.075 -0.105 0.217
C -0.011 -0.058 -0.008
C -0.008 0.024 -0.009
C -0.003 -0.004 0.004
C 0.002 -0.011 0.012
C 0.009 0.045 0.004
C 0.030 -0.010 -0.012
C 0.022 0.107 -0.078
C -0.081 -0.106 -0.126
C 0.018 -0.041 -0.013
C -0.010 0.004 0.023
C -0.002 -0.008 -0.011
C -0.004 0.002 0.009
C 0.018 0.037 -0.006
C -0.009 -0.003 -0.018
C 0.003 -0.005 0.010
C 0.003 0.007 0.002
C -0.005 -0.002 0.004
C -0.005 0.010 0.001
H 0.001 0.004 0.004
H 0.003 0.003 -0.001
H -0.002 0.003 -0.005
H 0.006 0.017 -0.007
H 0.002 0.043 0.017
H 0.084 -0.292 0.138
H 0.012 0.004 0.007
H 0.000 -0.002 0.001
H 0.000 0.002 0.007
H -0.009 -0.003 -0.003
H 0.010 -0.003 0.007
H -0.001 0.004 0.000
H -0.003 -0.003 0.000
H -0.003 0.001 -0.001
H -0.001 -0.002 0.000

Properties
- HOMO energy (eV) = -3.529
- E_LUMO (eV) = 1.8
- net charge = -1
- frontier orbital gap (eV) = 5.2963
- energy above the lowest of the compared OMol25 structures with the same formula, charge and spin (kcal/mol) = 0.4
- max |F| (eV Å⁻¹) = 1.25

=====

Computed, not measured: a structure of composition C52H60N3OSZr in a non-equilibrium geometry, with ωB97M-V/def2-TZVPD.

Each line ends with the Löwdin charge.
Atoms and positions in Å:
Zr  0.1217  -0.5672  0.5784  1.798
C  -0.8806  -1.7810  -4.8061  -0.028
C  -1.5523  -0.9709  -3.6916  -0.376
C  -2.3686  0.1426  -4.3583  -0.069
C  -2.4060  -1.8257  -2.7668  -0.148
C  -3.6276  -2.2883  -3.2487  -0.027
C  -4.4950  -3.0167  -2.4551  -0.059
C  -4.1352  -3.3020  -1.1497  -0.035
C  -2.9132  -2.8882  -0.6269  -0.160
C  -2.5708  -3.3293  0.7847  -0.339
C  -2.4951  -2.1756  1.7781  -0.032
C  -1.3570  -4.2562  0.8374  -0.040
C  -2.0432  -2.1469  -1.4426  -0.214
N  -0.7939  -1.7024  -0.9196  -0.131
C  0.3863  -2.1861  -1.5172  -0.218
C  1.5836  -1.4983  -1.4375  -0.196
N  1.7047  -0.3158  -0.6741  -0.125
C  3.0320  0.2290  -0.5617  -0.173
C  3.4198  1.3150  -1.3555  -0.146
C  4.7541  1.7078  -1.3238  -0.027
C  5.6797  1.0600  -0.5226  -0.054
C  5.2685  0.0134  0.2795  -0.028
C  3.9456  -0.4212  0.2757  -0.143
C  3.5638  -1.5741  1.1854  -0.372
C  3.7521  -1.1819  2.6506  -0.044
C  4.3267  -2.8649  0.8799  -0.032
C  2.4778  2.1285  -2.2179  -0.357
C  1.6004  1.3266  -3.1790  -0.050
C  1.6485  3.0824  -1.3620  -0.052
C  2.6086  -2.2366  -2.2065  -0.087
C  3.9062  -2.0262  -2.5888  0.009
C  4.5425  -3.0087  -3.3973  -0.048
C  3.9102  -4.1557  -3.8003  -0.006
C  2.5578  -4.3870  -3.4298  -0.152
C  1.7567  -5.5151  -3.7547  -0.006
C  0.4612  -5.5890  -3.3109  -0.051
C  -0.1398  -4.5567  -2.5403  0.000
C  0.6125  -3.4589  -2.2256  -0.113
C  1.9566  -3.4090  -2.6569  -0.103
H  -0.2666  -1.1224  -5.4222  0.088
H  -1.6348  -2.2319  -5.4534  0.088
H  -0.2462  -2.5755  -4.4249  0.066
H  -0.7693  -0.5084  -3.0882  0.086
H  -3.0311  -0.2620  -5.1233  0.080
H  -1.7002  0.8489  -4.8524  0.085
H  -2.9972  0.6981  -3.6597  0.051
H  -3.9072  -2.0649  -4.2696  0.115
H  -5.4398  -3.3611  -2.8509  0.109
H  -4.8018  -3.8810  -0.5227  0.116
H  -3.4215  -3.9332  1.1166  0.135
H  -1.7609  -1.4221  1.4586  0.008
H  -2.2144  -2.5029  2.7797  0.084
H  -3.4446  -1.6392  1.8299  0.089
H  -0.4212  -3.7612  0.5578  0.061
H  -1.4957  -5.0905  0.1495  0.086
H  -1.2387  -4.6620  1.8424  0.073
H  5.0679  2.5417  -1.9386  0.117
H  6.7129  1.3775  -0.5177  0.110
H  5.9874  -0.4861  0.9150  0.116
H  2.4970  -1.7862  1.0251  0.070
H  4.8063  -0.9988  2.8626  0.089
H  3.4148  -1.9831  3.3101  0.083
H  3.2016  -0.2746  2.8928  0.059
H  5.3958  -2.7298  1.0504  0.085
H  4.1859  -3.1937  -0.1474  0.070
H  3.9887  -3.6612  1.5446  0.085
H  3.1315  2.7551  -2.8313  0.130
H  0.7701  0.8502  -2.6571  0.044
H  2.1658  0.5433  -3.6854  0.090
H  1.1869  1.9881  -3.9431  0.086
H  0.9262  2.5311  -0.7494  0.050
H  1.1010  3.7797  -1.9998  0.081
H  2.2780  3.6658  -0.6895  0.090
H  4.4641  -1.1495  -2.2896  0.107
H  5.5685  -2.8392  -3.6944  0.108
H  4.4363  -4.8829  -4.4045  0.116
H  2.1720  -6.3164  -4.3514  0.116
H  -0.1344  -6.4556  -3.5636  0.107
H  -1.1776  -4.6472  -2.2474  0.109
C  -2.4257  3.7286  -0.1878  -0.093
C  -2.2293  2.7994  -1.3735  -0.356
S  -2.2321  1.0395  -1.0292  1.042
O  -1.3120  0.9206  0.2272  -0.667
C  -3.9024  0.7421  -0.4078  -0.326
C  -4.1481  1.1150  1.0473  -0.103
H  -2.0535  4.7178  -0.4503  0.090
H  -1.8730  3.3854  0.6849  0.067
H  -3.4751  3.8271  0.0784  0.073
H  -1.2675  2.9555  -1.8584  0.073
H  -2.9980  2.9134  -2.1420  0.102
H  -4.0542  -0.3239  -0.5925  0.076
H  -4.5431  1.2909  -1.1005  0.106
H  -3.2745  0.9116  1.6668  0.069
H  -4.9746  0.5148  1.4244  0.088
H  -4.4104  2.1626  1.1635  0.069
C  -0.4516  -3.4160  5.0826  -0.078
C  -0.7917  -2.1211  5.4734  -0.064
C  -0.4555  -1.0306  4.6941  -0.027
C  0.2431  -1.2170  3.4963  -0.338
C  0.6097  -2.5102  3.1286  -0.082
C  0.2475  -3.6070  3.9049  -0.086
N  0.5301  -0.1671  2.5984  -0.148
C  0.9322  1.0880  3.1261  -0.299
C  0.6238  2.2610  2.4418  -0.047
C  1.0885  3.4892  2.8925  -0.078
C  1.8456  3.5708  4.0495  -0.084
C  2.1435  2.4059  4.7449  -0.064
C  1.7022  1.1759  4.2883  -0.051
H  -0.7135  -4.2593  5.7048  0.107
H  -1.3346  -1.9634  6.3958  0.110
H  -0.7505  -0.0338  4.9951  0.122
H  1.2429  -2.6714  2.2556  0.087
H  0.5441  -4.6009  3.5981  0.112
H  0.0017  2.2281  1.5539  0.060
H  0.8412  4.3863  2.3398  0.105
H  2.1986  4.5274  4.4080  0.105
H  2.7380  2.4516  5.6478  0.110
H  1.9672  0.2760  4.8272  0.118

Cartesian forces, eV/Å:
Zr 0.637 -0.484 -0.750
C 0.014 -0.005 0.020
C 0.049 -0.013 0.034
C 0.002 0.044 0.025
C -0.110 0.010 -0.070
C 0.006 0.018 0.038
C 0.046 0.016 0.014
C -0.013 0.026 0.002
C -0.068 -0.070 -0.012
C -0.040 -0.081 0.054
C -0.015 0.114 -0.079
C 0.109 -0.035 -0.016
C 0.166 -0.003 -0.024
N -0.111 0.120 -0.002
C -0.191 0.029 0.303
C 0.019 0.297 0.144
N -0.016 0.246 -0.153
C -0.141 -0.121 -0.181
C 0.080 -0.021 0.042
C -0.022 0.005 0.089
C -0.048 0.010 -0.003
C -0.035 -0.019 0.013
C 0.153 -0.008 0.086
C -0.029 -0.013 -0.011
C 0.001 0.024 -0.010
C -0.007 0.026 -0.002
C 0.054 0.020 -0.129
C -0.058 0.013 -0.014
C -0.137 -0.014 0.070
C -0.073 -0.127 0.148
C 0.029 -0.023 -0.027
C -0.040 0.029 0.018
C -0.022 0.014 0.001
C 0.009 -0.049 -0.014
C -0.007 0.024 -0.003
C -0.003 0.038 0.020
C -0.010 -0.007 -0.087
C 0.130 0.046 0.082
C 0.029 0.009 0.059
H 0.010 0.014 -0.017
H -0.027 -0.029 -0.011
H 0.032 -0.035 0.044
H -0.008 -0.017 -0.007
H -0.012 -0.003 -0.034
H 0.018 0.017 -0.013
H 0.000 -0.009 0.058
H -0.017 0.006 -0.030
H -0.037 -0.022 -0.014
H -0.021 -0.016 0.011
H 0.024 0.008 -0.027
H -0.310 -0.095 0.244
H -0.009 -0.006 -0.030
H 0.005 -0.029 0.023
H -0.119 -0.052 0.045
H 0.012 -0.016 0.008
H -0.001 0.013 -0.016
H 0.014 0.017 -0.029
H 0.034 0.009 -0.004
H 0.032 -0.016 0.029
H 0.173 -0.011 -0.006
H 0.028 -0.011 -0.005
H 0.001 -0.003 0.018
H 0.047 -0.021 -0.029
H 0.019 0.006 0.002
H -0.012 0.002 -0.042
H -0.005 -0.026 0.028
H -0.027 -0.024 -0.030
H 0.005 0.013 -0.007
H 0.017 -0.014 -0.010
H -0.002 0.023 -0.012
H 0.026 -0.002 -0.004
H -0.063 0.023 -0.007
H 0.006 -0.011 0.007
H 0.020 0.017 0.000
H 0.022 0.007 -0.002
H 0.017 -0.028 -0.017
H 0.016 -0.026 -0.016
H -0.015 -0.016 -0.004
H -0.019 0.004 -0.001
C -0.026 0.041 -0.027
C -0.066 0.018 0.072
S 0.114 0.087 0.089
O -0.228 0.146 -0.086
C 0.044 -0.027 0.051
C 0.012 0.006 0.021
H -0.016 0.016 -0.005
H 0.039 -0.021 0.018
H -0.011 -0.002 0.014
H 0.123 0.000 -0.026
H 0.019 0.029 -0.024
H 0.034 0.000 0.019
H -0.046 -0.043 -0.037
H -0.022 -0.030 -0.023
H -0.026 0.014 0.011
H 0.009 0.014 0.010
C 0.043 0.013 -0.044
C -0.020 0.019 -0.028
C -0.151 -0.053 -0.044
C 0.129 0.012 -0.070
C 0.052 -0.115 -0.074
C -0.024 0.053 0.079
N -0.214 0.162 0.179
C 0.063 -0.176 0.031
C -0.015 0.063 -0.106
C 0.024 -0.032 0.022
C -0.011 0.001 -0.024
C 0.002 -0.012 -0.006
C 0.029 0.081 0.024
H -0.023 -0.028 0.025
H -0.006 -0.009 0.022
H 0.038 0.019 -0.004
H -0.076 0.030 0.092
H 0.010 -0.026 0.002
H 0.004 -0.005 0.054
H 0.001 0.018 -0.007
H 0.004 0.015 0.005
H 0.005 0.007 0.009
H -0.029 -0.011 0.016

Properties
- HOMO energy (eV) = -9.455
- E_LUMO (eV) = -2.6
- net charge = +1
- frontier orbital gap (eV) = 6.8731
- energy above the lowest of the compared OMol25 structures with the same formula, charge and spin (kcal/mol) = 13.7
- max |F| (eV Å⁻¹) = 1.10